No. 1
Here is 2 unconnected molecules or ions with the total composition C3H2N from the OMol25 dataset. Energies are from wB97M-V/def2-TZVPD.

Properties
Highest occupied orbital energy (alpha / beta) (eV): -18.40 / -18.31
Kohn-Sham gap (alpha / beta) (eV): 7.9844 / 7.8954
Energy (hartree): -169.62430
Total charge: +1
Multiplicity: 1

Last column: natural (NBO) charge in e.
Element x y z (Å)
C: -1.304 -1.898 -0.545  -0.13
C: 1.415 1.879 0.382  0.27
C: -0.752 -0.878 -0.323  0.50
N: 0.736 1.044 0.023  -0.29
H: -1.936 -2.896 -0.481  0.35
H: 1.839 2.749 0.944  0.30

***

No. 2
Here is C19H19FN2O in the gas phase from the OMol25 dataset. Energies are from wB97M-V/def2-TZVPD.

Properties
Highest occupied orbital energy (eV): -8.04
Kohn-Sham gap (eV): 8.7688
Energy (hartree): -1020.07884
Structure (SMILES): O=C(CCCc1c[nH]c2ccccc12)NCc1ccccc1F
Multiplicity: 1

Last column: natural (NBO) charge in e.
Element x y z (Å)
O: 2.658 -0.722 -3.012  -0.63
C: 2.043 -0.991 -2.000  0.68
N: 1.180 -0.132 -1.421  -0.63
H: 0.678 -0.410 -0.592  0.42
C: 0.969 1.208 -1.912  -0.24
C: 0.502 2.147 -0.837  -0.11
C: 0.947 2.075 0.479  0.46
C: 0.506 2.943 1.460  -0.29
C: -0.404 3.931 1.131  -0.20
C: -0.861 4.034 -0.171  -0.23
C: -0.414 3.150 -1.136  -0.18
H: -0.779 3.233 -2.149  0.21
H: -1.571 4.802 -0.436  0.22
H: -0.754 4.614 1.890  0.22
H: 0.883 2.834 2.464  0.23
F: 1.844 1.129 0.844  -0.34
H: 0.234 1.205 -2.729  0.20
H: 1.921 1.551 -2.339  0.24
C: 2.175 -2.310 -1.256  -0.50
H: 3.119 -2.763 -1.564  0.23
H: 2.216 -2.108 -0.185  0.22
C: 1.041 -3.297 -1.558  -0.37
H: 1.255 -4.227 -1.027  0.20
H: 1.042 -3.519 -2.627  0.22
C: -0.358 -2.805 -1.166  -0.43
C: -0.445 -2.300 0.241  -0.13
C: 0.109 -2.844 1.363  -0.02
N: -0.164 -2.063 2.455  -0.52
C: -0.908 -0.992 2.061  0.12
C: -1.420 0.073 2.792  -0.25
C: -2.153 1.021 2.113  -0.20
C: -2.379 0.916 0.738  -0.24
C: -1.870 -0.132 0.006  -0.22
C: -1.116 -1.106 0.665  -0.06
H: -2.052 -0.202 -1.056  0.21
H: -2.963 1.679 0.245  0.22
H: -2.566 1.861 2.650  0.21
H: -1.249 0.150 3.856  0.21
H: 0.144 -2.248 3.394  0.41
H: 0.688 -3.741 1.470  0.21
H: -1.060 -3.634 -1.301  0.22
H: -0.667 -2.009 -1.845  0.21

***

No. 3
Here is a molecular structure, C33H35F6N3O7P5STeV from the OMol25 dataset. Energies are from wB97M-V/def2-TZVPD.

Properties
Highest occupied orbital energy (alpha / beta) (eV): -10.71 / -11.15
Kohn-Sham gap (alpha / beta) (eV): 7.2803 / 6.4506
Energy (hartree): -5885.96798
Total charge: +1
Multiplicity: 4

Last column: Mulliken spin population.
Element x y z (Å)
V: -0.113 0.455 1.436  1.93
C: -1.681 -2.399 4.911  0.00
C: -1.302 -1.564 3.689  0.01
O: -2.146 -1.810 2.549  0.01
P: -1.746 0.177 3.990  0.02
O: -3.312 0.159 4.189  0.00
O: -1.222 0.736 5.350  0.00
O: -1.462 1.013 2.772  0.02
P: 0.418 -2.052 3.162  0.02
O: 0.002 -3.504 2.567  0.00
O: 1.381 -2.158 4.254  0.00
O: 0.713 -1.229 1.893  0.04
H: -2.664 -2.128 5.297  0.00
H: -0.932 -2.283 5.692  0.00
H: -1.721 -3.451 4.624  0.00
H: -1.968 -2.714 2.247  0.00
H: -3.604 0.185 5.109  0.00
H: -0.340 1.171 5.326  0.00
H: 0.410 -4.203 3.095  0.00
Te: 1.835 -0.999 -2.904  0.36
C: 0.303 -1.461 -4.295  -0.02
C: -0.493 -2.592 -4.178  0.02
C: -1.514 -2.773 -5.103  0.01
N: -1.763 -1.932 -6.098  0.00
C: -0.976 -0.872 -6.220  0.01
C: 0.071 -0.589 -5.351  -0.01
C: 0.692 -0.073 -1.495  0.55
P: -0.780 -0.693 -0.650  0.06
C: -2.312 -0.152 -1.432  -0.01
C: -3.452 -0.099 -0.633  0.03
C: -4.663 0.280 -1.186  0.01
C: -4.735 0.618 -2.531  0.00
C: -3.598 0.578 -3.324  0.00
C: -2.384 0.193 -2.776  0.01
C: -0.819 -2.500 -0.792  -0.04
C: 0.337 -3.238 -0.542  0.09
C: 0.325 -4.617 -0.666  0.00
C: -0.847 -5.275 -1.015  0.00
C: -2.009 -4.548 -1.237  0.00
C: -1.998 -3.166 -1.129  0.00
P: 1.644 0.921 -0.310  -0.15
C: 3.316 0.214 -0.303  -0.02
C: 3.542 -0.985 0.373  0.02
C: 4.787 -1.587 0.322  0.00
C: 5.818 -0.994 -0.395  0.00
C: 5.606 0.208 -1.052  0.00
C: 4.358 0.815 -1.008  0.01
C: 1.875 2.584 -0.985  0.03
C: 1.549 2.921 -2.290  0.03
C: 1.723 4.226 -2.730  0.00
C: 2.220 5.190 -1.867  0.00
C: 2.558 4.850 -0.562  0.01
C: 2.387 3.549 -0.117  0.00
H: -0.339 -3.320 -3.394  -0.01
H: -2.162 -3.640 -5.033  0.00
H: -1.188 -0.207 -7.049  0.00
H: 0.670 0.300 -5.501  0.00
H: -3.389 -0.355 0.421  0.00
H: -5.550 0.318 -0.568  0.00
H: -5.682 0.918 -2.961  0.00
H: -3.654 0.846 -4.371  0.00
H: -1.496 0.175 -3.395  -0.03
H: 1.249 -2.737 -0.246  0.00
H: 1.230 -5.180 -0.482  0.00
H: -0.856 -6.352 -1.109  0.00
H: -2.925 -5.055 -1.509  0.00
H: -2.904 -2.611 -1.330  0.00
H: 2.754 -1.423 0.970  -0.01
H: 4.957 -2.512 0.855  0.00
H: 6.792 -1.464 -0.430  0.00
H: 6.410 0.679 -1.600  0.00
H: 4.203 1.753 -1.524  0.00
H: 1.140 2.176 -2.961  -0.01
H: 1.464 4.489 -3.746  0.00
H: 2.352 6.207 -2.211  0.00
H: 2.964 5.597 0.108  0.00
H: 2.656 3.284 0.898  0.00
F: 0.957 0.675 3.685  0.01
P: 1.884 2.079 3.752  0.01
F: 0.844 2.554 4.928  0.00
F: 2.779 1.514 2.533  0.00
F: 2.826 1.406 4.819  0.00
F: 2.632 3.470 3.786  0.00
F: 0.835 2.660 2.619  0.01
N: -2.596 3.507 2.029  0.00
C: -1.518 3.637 1.267  0.02
N: -0.799 4.749 1.337  0.00
S: -1.097 2.459 0.092  -0.02
H: -2.782 4.134 2.796  0.00
H: -3.058 2.613 2.026  0.00
H: -0.974 5.467 2.022  0.00
H: 0.057 4.788 0.806  0.00

***

Which value of energy does entry 2 give?
-1020.07884 hartree

***

Please write out number 2 again, unchanged.
Here is C19H19FN2O in the gas phase from the OMol25 dataset. Energies are from wB97M-V/def2-TZVPD.

Properties
Highest occupied orbital energy (eV): -8.04
Kohn-Sham gap (eV): 8.7688
Energy (hartree): -1020.07884
Structure (SMILES): O=C(CCCc1c[nH]c2ccccc12)NCc1ccccc1F
Multiplicity: 1

Last column: natural (NBO) charge in e.
Element x y z (Å)
O: 2.658 -0.722 -3.012  -0.63
C: 2.043 -0.991 -2.000  0.68
N: 1.180 -0.132 -1.421  -0.63
H: 0.678 -0.410 -0.592  0.42
C: 0.969 1.208 -1.912  -0.24
C: 0.502 2.147 -0.837  -0.11
C: 0.947 2.075 0.479  0.46
C: 0.506 2.943 1.460  -0.29
C: -0.404 3.931 1.131  -0.20
C: -0.861 4.034 -0.171  -0.23
C: -0.414 3.150 -1.136  -0.18
H: -0.779 3.233 -2.149  0.21
H: -1.571 4.802 -0.436  0.22
H: -0.754 4.614 1.890  0.22
H: 0.883 2.834 2.464  0.23
F: 1.844 1.129 0.844  -0.34
H: 0.234 1.205 -2.729  0.20
H: 1.921 1.551 -2.339  0.24
C: 2.175 -2.310 -1.256  -0.50
H: 3.119 -2.763 -1.564  0.23
H: 2.216 -2.108 -0.185  0.22
C: 1.041 -3.297 -1.558  -0.37
H: 1.255 -4.227 -1.027  0.20
H: 1.042 -3.519 -2.627  0.22
C: -0.358 -2.805 -1.166  -0.43
C: -0.445 -2.300 0.241  -0.13
C: 0.109 -2.844 1.363  -0.02
N: -0.164 -2.063 2.455  -0.52
C: -0.908 -0.992 2.061  0.12
C: -1.420 0.073 2.792  -0.25
C: -2.153 1.021 2.113  -0.20
C: -2.379 0.916 0.738  -0.24
C: -1.870 -0.132 0.006  -0.22
C: -1.116 -1.106 0.665  -0.06
H: -2.052 -0.202 -1.056  0.21
H: -2.963 1.679 0.245  0.22
H: -2.566 1.861 2.650  0.21
H: -1.249 0.150 3.856  0.21
H: 0.144 -2.248 3.394  0.41
H: 0.688 -3.741 1.470  0.21
H: -1.060 -3.634 -1.301  0.22
H: -0.667 -2.009 -1.845  0.21

***

Number 2 is which compound?
C19H19FN2O